Density functional theory data (ωB97M-V with the def2-TZVPD basis set) for a structure of composition C65H52N12O4PSeV.

⟨S²⟩: 3.766
ΔE to the lowest compared entry with this formula, charge and spin: 0.0 kcal per mole
frontier orbital gap (spin up / spin down): 6.4 / 7.4 eV
multiplicity: 4
HOMO energy (spin up / spin down): -9.1958 / -10.2000 eV
net charge: +1

XYZ file:
```
136
C65H52N12O4PSeV (ωB97M-V with the def2-TZVPD basis set)
V 0.35 -1.08 -0.32
C 1.51 4.74 1.75
N 1.63 3.84 0.61
C 0.90 2.71 0.38
N 1.30 2.09 -0.72
C 2.33 2.86 -1.22
C 2.55 3.94 -0.39
C 3.53 5.03 -0.51
C 3.12 6.37 -0.56
C 4.05 7.38 -0.74
C 5.40 7.07 -0.89
C 5.81 5.74 -0.84
C 4.88 4.73 -0.65
C 3.01 2.59 -2.51
C 3.44 1.31 -2.84
C 4.06 1.07 -4.06
C 4.26 2.11 -4.96
C 3.84 3.39 -4.63
C 3.22 3.63 -3.41
P -0.51 2.33 1.46
C -0.12 0.71 2.22
N 0.16 -0.49 1.72
C 0.37 -1.33 2.80
C 0.17 -0.64 3.96
N -0.13 0.65 3.58
C -0.32 1.75 4.52
C 0.13 -1.11 5.36
C 1.21 -1.75 5.95
C 1.12 -2.24 7.25
C -0.06 -2.09 7.97
C -1.14 -1.44 7.39
C -1.05 -0.96 6.09
C 0.71 -2.77 2.72
C 2.03 -3.18 2.89
C 2.36 -4.53 2.93
C 1.36 -5.48 2.81
C 0.04 -5.08 2.63
C -0.28 -3.74 2.59
C -1.87 1.94 0.33
N -2.02 0.94 -0.52
C -3.33 1.00 -0.95
C -3.96 2.08 -0.36
N -3.02 2.67 0.45
C -3.21 3.89 1.23
C -5.30 2.64 -0.59
C -5.71 2.92 -1.89
C -6.98 3.41 -2.14
C -7.86 3.63 -1.09
C -7.47 3.35 0.22
C -6.19 2.86 0.46
C -4.02 0.01 -1.80
C -3.51 -0.46 -3.00
C -4.22 -1.37 -3.78
C -5.47 -1.81 -3.36
C -5.99 -1.35 -2.16
C -5.28 -0.45 -1.39
H 1.49 4.18 2.68
H 2.36 5.41 1.76
H 0.59 5.34 1.68
H 2.07 6.61 -0.48
H 3.73 8.41 -0.79
H 6.12 7.85 -1.04
H 6.86 5.49 -0.95
H 5.20 3.70 -0.62
H 3.30 0.51 -2.14
H 4.39 0.07 -4.31
H 4.74 1.92 -5.91
H 3.98 4.20 -5.33
H 2.88 4.63 -3.17
H 0.01 1.42 5.50
H 0.26 2.61 4.22
H -1.37 2.04 4.58
H 2.14 -1.85 5.41
H 1.97 -2.73 7.70
H -0.13 -2.48 8.97
H -2.07 -1.33 7.94
H -1.91 -0.48 5.64
H 2.81 -2.44 2.98
H 3.39 -4.84 3.06
H 1.60 -6.54 2.85
H -0.75 -5.82 2.53
H -1.31 -3.43 2.47
H -4.09 4.40 0.85
H -3.36 3.66 2.28
H -2.35 4.54 1.13
H -5.02 2.75 -2.71
H -7.28 3.63 -3.15
H -8.85 4.01 -1.28
H -8.15 3.51 1.04
H -5.90 2.62 1.48
H -2.55 -0.11 -3.36
H -3.80 -1.71 -4.71
H -6.03 -2.51 -3.97
H -6.96 -1.69 -1.83
H -5.69 -0.11 -0.45
O 2.36 -0.53 0.09
C 3.35 -1.27 0.15
C 3.38 -2.68 -0.09
C 4.63 -3.32 -0.12
C 4.70 -4.66 -0.35
C 3.54 -5.43 -0.53
C 2.31 -4.83 -0.49
C 2.18 -3.43 -0.27
O 1.01 -2.90 -0.23
N 6.01 -5.31 -0.39
O 6.99 -4.61 -0.29
O 6.02 -6.52 -0.53
H 4.31 -0.81 0.42
H 5.54 -2.75 0.03
H 3.64 -6.49 -0.70
H 1.40 -5.40 -0.60
Se 0.03 0.74 -2.98
N 0.48 -0.88 -2.38
C 0.78 -1.62 -3.46
C 1.19 -2.98 -3.45
C 1.47 -3.59 -4.64
C 1.37 -2.90 -5.89
C 0.97 -1.60 -5.94
C 0.66 -0.93 -4.72
N 0.25 0.33 -4.66
H 1.27 -3.52 -2.53
H 1.78 -4.62 -4.64
H 1.61 -3.43 -6.80
H 0.89 -1.06 -6.87
N -4.48 -2.39 1.73
C -3.55 -2.60 0.75
C -2.41 -1.79 0.66
N -1.49 -1.99 -0.28
C -1.71 -3.00 -1.13
C -2.83 -3.79 -1.02
N -3.76 -3.61 -0.09
H -4.46 -1.56 2.29
H -5.34 -2.90 1.67
H -2.25 -0.99 1.36
H -0.98 -3.18 -1.91
H -3.00 -4.61 -1.71
```